2 unconnected molecules or ions with the total composition C2H5NS2 in a non-equilibrium geometry. Source: the Open Molecules 2025 dataset; level of theory: ωB97M-V with the def2-TZVPD basis set.

The HOMO-LUMO gap (spin up / spin down) is 7.2 / 7.5 eV. The HOMO energy (spin up / spin down) comes out at -8.26 / -8.22 eV.

Geometry (Å):
C1 0.236 0.447 -0.281
C2 -0.310 -0.194 -1.508
N1 -0.718 0.098 2.883
S1 2.111 0.486 -0.150
S2 0.932 -0.630 1.076
H1 -0.344 1.244 0.128
H2 0.082 0.112 -2.543
H3 -1.399 -0.091 -1.801
H4 -0.207 -1.334 -1.624
H5 -0.384 -0.138 3.820

Cartesian forces, eV/Å:
1.76 -1.48 0.53
-1.21 -2.28 -3.86
-0.42 0.20 -0.68
-0.99 0.80 -0.55
-1.20 0.08 -0.22
0.17 0.71 0.31
0.32 0.23 1.80
0.78 0.39 1.46
0.30 1.54 0.88
0.49 -0.18 0.32

Mulliken population analysis, charges in e, atoms 1 to 2:
1. C 0.010
2. C -1.011

=====

2 unconnected molecules or ions with the total composition C5H9P in a non-equilibrium geometry. Source: the Open Molecules 2025 dataset; level of theory: ωB97M-V with the def2-TZVPD basis set.

The HOMO-LUMO gap (spin up / spin down) is 6.6 / 7.2 eV. The HOMO energy (spin up / spin down) comes out at -6.53 / -6.90 eV. Its SMILES is C=[PH]=c1cc1.C.

Geometry (Å):
C1 0.677 0.660 -2.636
C2 -0.308 -0.077 -2.155
C3 0.864 -0.148 -1.357
C4 -2.390 -0.482 1.391
C5 2.786 0.514 0.891
P1 1.153 0.100 0.357
H1 1.306 1.210 -3.334
H2 -1.259 -0.601 -2.269
H3 -1.759 0.370 1.962
H4 -1.777 -1.364 1.226
H5 -3.282 -0.764 1.946
H6 3.122 0.066 1.715
H7 2.878 1.625 0.770
H8 -2.667 -0.114 0.419
H9 0.657 -0.994 1.074

Cartesian forces, eV/Å:
0.40 -1.40 1.71
-0.01 -0.34 -1.00
-0.46 0.97 -0.26
1.51 1.61 1.27
-3.85 2.64 -3.89
2.63 0.75 0.51
-0.72 -0.11 0.13
0.24 0.65 -0.15
-1.54 -2.11 -1.29
0.14 0.00 0.23
0.04 0.15 0.12
1.41 -1.64 3.20
0.47 -1.16 0.18
-0.20 0.35 -0.34
-0.05 -0.36 -0.44

Mulliken population analysis, charges in e, atoms 1 to 2:
1. C -0.301
2. C -0.232

=====

A molecular structure, C32H54F24LiN7O16S8 in a non-equilibrium geometry. Source: the Open Molecules 2025 dataset; level of theory: ωB97M-V with the def2-TZVPD basis set.

The HOMO-LUMO gap is 6.7 eV. The HOMO energy comes out at -7.44 eV.

Geometry (Å):
Li1 1.172 -0.814 0.439
C1 -1.225 -7.658 -4.970
C2 -1.234 -6.032 -5.190
C3 0.086 -5.300 -5.369
N1 -0.102 -3.741 -5.476
C4 -0.418 -3.096 -4.096
C5 1.240 -3.146 -5.897
C6 0.949 -1.791 -6.524
C7 -0.572 -1.916 -6.938
C8 -1.163 -3.276 -6.534
H1 -0.557 -7.912 -4.147
H2 -1.000 -8.202 -5.887
H3 -2.137 -8.201 -4.725
H4 -1.768 -5.644 -4.323
H5 -1.882 -5.871 -6.052
H6 0.719 -5.553 -6.220
H7 0.748 -5.456 -4.518
H8 0.303 -3.291 -3.302
H9 -1.451 -3.348 -3.859
H10 -0.419 -2.015 -4.243
H11 2.065 -3.310 -5.203
H12 1.390 -3.705 -6.821
H13 1.219 -0.958 -5.876
H14 1.496 -1.718 -7.464
H15 -1.245 -1.147 -6.558
H16 -0.601 -1.627 -7.988
H17 -2.223 -3.189 -6.294
H18 -1.061 -4.018 -7.326
C9 -7.957 5.491 -0.062
C10 -6.552 5.283 0.617
C11 -6.339 3.893 1.209
N2 -4.835 3.646 1.520
C12 -3.960 3.658 0.161
C13 -4.391 2.384 2.307
C14 -2.860 2.663 2.720
C15 -2.874 4.168 3.079
C16 -4.251 4.677 2.533
H19 -8.039 4.993 -1.028
H20 -8.232 6.545 -0.111
H21 -8.701 4.977 0.545
H22 -6.439 5.917 1.497
H23 -5.695 5.522 -0.013
H24 -6.673 3.095 0.545
H25 -6.860 3.697 2.146
H26 -4.366 4.207 -0.689
H27 -3.747 2.642 -0.170
H28 -2.968 3.958 0.499
H29 -4.234 1.553 1.620
H30 -5.090 2.173 3.116
H31 -2.193 2.377 1.907
H32 -2.540 2.188 3.648
H33 -2.131 4.775 2.562
H34 -2.720 4.333 4.145
H35 -4.123 5.586 1.945
H36 -5.065 4.794 3.249
C17 1.538 6.561 4.346
C18 1.163 5.815 2.920
C19 1.308 4.310 2.898
N3 2.741 3.808 2.502
C20 3.123 4.165 1.141
C21 3.733 4.254 3.587
C22 4.958 3.236 3.411
C23 4.251 1.941 3.054
C24 2.746 2.259 2.711
H37 0.877 6.228 5.147
H38 1.413 7.632 4.185
H39 2.573 6.461 4.671
H40 1.996 6.176 2.316
H41 0.209 6.129 2.497
H42 0.622 3.919 2.147
H43 0.995 3.958 3.881
H44 3.586 5.151 1.159
H45 2.180 4.120 0.595
H46 3.866 3.451 0.784
H47 4.075 5.273 3.409
H48 3.160 4.190 4.512
H49 5.471 3.649 2.542
H50 5.706 3.139 4.199
H51 4.699 1.357 2.250
H52 4.237 1.291 3.928
H53 2.358 1.599 1.935
H54 2.250 2.189 3.679
C25 11.273 -3.777 -0.140
F1 12.221 -3.163 -0.949
F2 10.977 -4.910 -0.647
F3 11.778 -3.852 1.078
S1 9.640 -2.728 -0.040
O1 9.870 -1.854 1.142
O2 9.688 -2.023 -1.297
N4 8.462 -3.988 0.267
S2 7.155 -3.249 -0.177
O3 6.819 -2.263 0.841
O4 7.213 -2.861 -1.616
C26 5.759 -4.611 -0.045
F4 5.546 -4.643 1.288
F5 4.594 -4.034 -0.498
F6 6.097 -5.799 -0.607
C27 -1.110 0.766 -1.915
F7 -1.589 -0.057 -1.003
F8 -0.686 -0.136 -2.779
F9 -2.094 1.495 -2.426
S3 0.334 1.868 -1.169
O5 0.752 2.853 -2.265
O6 -0.225 2.560 0.014
N5 1.494 0.603 -0.809
S4 2.902 0.842 -1.563
O7 2.868 0.448 -2.947
O8 3.469 2.186 -1.347
C28 3.943 -0.436 -0.564
F10 3.442 -1.660 -0.840
F11 5.241 -0.297 -0.937
F12 3.912 -0.192 0.712
C29 -8.641 -0.974 1.644
F13 -9.671 -0.186 1.108
F14 -8.282 -0.484 2.808
F15 -9.096 -2.246 1.788
S5 -7.195 -0.727 0.291
O9 -7.826 -0.720 -1.047
O10 -6.482 0.521 0.686
N6 -6.240 -2.154 0.459
S6 -5.018 -1.778 1.367
O11 -4.050 -0.899 0.681
O12 -5.565 -1.326 2.641
C30 -4.083 -3.439 1.768
F16 -4.321 -4.221 0.796
F17 -2.790 -3.045 1.995
F18 -4.640 -3.930 2.941
C31 0.070 -1.222 4.003
F19 -0.071 -1.250 5.320
F20 -0.904 -1.940 3.524
F21 -0.164 -0.015 3.444
S7 1.728 -2.044 3.375
O13 2.712 -1.023 3.499
O14 1.972 -3.256 4.152
N7 1.355 -2.222 1.669
S8 1.055 -3.778 1.596
O15 2.197 -4.726 1.509
O16 -0.089 -4.235 2.411
C32 0.180 -3.852 -0.116
F22 -0.909 -3.048 -0.100
F23 0.985 -3.356 -1.002
F24 -0.280 -5.034 -0.516

Cartesian forces, eV/Å:
-0.09 -0.14 -0.02
0.75 1.09 -0.36
-1.17 -2.13 0.07
0.03 0.74 0.45
-0.22 -0.19 2.42
-0.86 0.22 -1.18
-1.11 -0.76 -2.45
-0.94 0.06 0.44
-0.04 1.41 -0.17
2.55 0.02 -0.77
0.34 -0.05 -0.31
0.89 0.33 -0.07
-0.71 1.19 0.35
0.13 0.23 0.04
0.02 0.18 -0.07
-0.57 -0.22 -0.33
-0.14 0.16 0.24
-0.02 -0.61 -0.39
0.26 -0.29 0.37
0.11 -0.05 -0.23
-0.47 0.17 0.23
0.80 -0.64 0.31
-0.36 0.10 -0.11
0.30 0.17 0.37
0.45 0.20 0.70
-0.26 -0.92 -0.28
0.40 -0.37 0.97
-0.04 0.01 -0.06
0.87 -0.77 0.84
-0.42 0.04 0.65
0.79 -1.13 -0.11
2.10 -0.26 -0.59
0.18 -0.76 1.76
1.90 -0.79 -1.09
-1.65 0.99 0.78
-0.90 0.40 -1.29
-0.28 0.40 -1.09
0.30 0.29 -0.14
0.16 -0.13 -0.18
-0.10 0.17 0.21
-0.30 0.62 -0.23
-0.36 0.13 -0.32
0.36 -0.17 -0.13
-0.04 0.33 0.09
-0.12 0.24 0.66
-0.80 -0.26 0.20
-0.18 0.71 -0.37
-1.29 -0.26 0.08
0.12 0.09 -0.15
-0.06 0.11 0.10
-0.36 -0.77 -0.39
0.31 -0.25 0.01
-0.44 0.06 -0.07
-0.15 0.21 0.39
0.30 0.09 0.24
-1.10 -0.65 -1.65
2.44 1.26 1.77
0.06 0.25 -0.52
-1.34 -1.10 2.50
0.08 0.22 -0.15
1.13 -1.02 -0.42
-1.58 1.21 -0.91
-0.73 -0.88 -0.15
1.97 0.86 1.64
0.00 0.07 0.02
-0.27 -0.03 0.07
-0.08 -0.42 -0.27
-0.50 0.41 -0.69
0.16 0.12 0.25
0.23 -0.39 -0.05
0.56 -0.69 -0.08
-0.29 0.06 -0.29
0.49 0.09 -0.64
-0.31 0.00 -0.22
-0.37 -0.01 -0.04
0.40 -0.10 0.10
0.30 -0.18 -0.03
-0.50 0.26 0.23
0.25 0.30 0.12
-0.03 -0.16 -0.15
-0.35 0.78 -0.15
-0.56 -0.49 -0.45
-0.62 3.16 -0.04
-1.26 -0.62 1.02
0.16 -2.34 -0.64
0.37 -0.57 0.09
2.22 0.88 2.47
-0.77 -2.01 -1.79
-0.59 -0.68 0.06
2.61 1.53 -0.96
-0.87 0.77 -2.27
-1.04 -0.29 -1.19
-1.42 -0.61 2.56
0.76 2.39 1.24
0.26 -1.59 -0.63
1.27 -1.46 -0.78
-1.25 1.48 0.84
0.10 -1.00 0.78
-0.71 0.77 2.15
1.29 0.75 -2.11
0.64 0.23 0.13
1.22 2.70 -2.34
-1.22 -3.79 3.23
0.81 -1.98 -1.17
-2.52 2.50 -0.07
1.94 2.10 -1.17
-0.10 -0.62 0.69
-0.75 -2.13 0.66
1.55 0.26 -2.07
0.49 0.98 0.34
-1.95 -0.48 -0.17
-0.81 -0.01 1.15
-0.61 0.35 -1.87
1.23 -1.22 1.10
-0.25 -0.15 -0.21
0.72 1.70 -0.32
1.16 -0.76 -1.21
0.82 -0.26 2.85
-1.78 -1.83 -0.50
-1.99 1.81 -1.38
0.69 1.79 1.30
-0.36 -1.28 0.97
1.34 -0.07 0.12
-1.37 3.79 2.80
0.94 -2.00 -1.27
-1.75 -1.59 -0.56
1.35 0.35 -1.82
-0.44 -1.41 -1.02
0.89 0.92 -0.06
-0.90 -1.17 -0.40
1.20 0.66 0.78
0.10 -0.23 0.96
0.16 1.07 -0.44
-1.06 1.82 -1.74
0.83 -0.23 3.37
-1.87 -6.40 -0.87
-2.12 2.88 -0.08
1.96 1.11 -0.90
-1.19 0.35 1.88
0.15 0.24 0.23
1.55 0.61 -2.02
0.74 -0.16 0.38

Mulliken population analysis, charges in e, atoms 1 to 2:
1. Li 1.254
2. C -1.354